A cluster of 24 separate species, C96H120N24 in total at a distorted geometry. Source: the OMol25 dataset; level of theory: wB97M-V/def2-TZVPD.

The LUMO energy is 0.4 eV. Its spin multiplicity is 1. The calculation puts the energy above the lowest of the compared OMol25 structures with the same formula, charge and spin at 88.0 kcal/mol. The calculation puts the gap between HOMO and LUMO at 7.9 eV. As for the total energy: -137252.408 eV.

Geometry (Å):
H 6.53 2.56 7.83
C -0.83 -3.15 4.52
H 5.31 2.15 -4.96
C -5.35 1.26 4.94
H 6.12 -3.04 3.61
H 1.57 0.63 1.35
H 8.73 2.65 -0.99
H 2.77 1.63 6.13
C 3.89 3.22 -2.28
H 0.64 -3.72 0.84
C -5.17 -0.39 -0.67
H 2.68 -4.16 -0.88
C -2.29 5.58 -0.12
H -0.51 -6.75 -5.65
H -2.65 -0.92 -6.93
C -2.74 -2.06 -3.98
C -4.22 -0.70 4.76
H 6.56 2.80 5.01
N 6.12 0.18 -0.92
H -2.36 0.15 3.99
C -0.06 -0.40 8.83
C 5.11 -3.41 3.52
H -0.15 -6.20 1.65
N -1.73 -2.51 2.60
C -2.85 -2.81 -6.07
C 4.73 -1.53 -1.60
C 6.07 -1.91 -1.60
H -6.98 -3.77 -3.01
H -1.29 3.89 -1.34
C -8.65 0.33 1.32
N -6.08 -1.96 -3.69
C 3.11 -4.23 4.12
C -6.24 2.48 -3.47
C 6.98 2.11 1.69
H -11.00 1.32 -0.82
H -1.79 6.49 -0.40
C 0.65 3.67 5.84
H 0.57 -3.52 -2.80
H -8.52 -0.01 -4.77
C -2.03 -3.78 4.39
C -0.83 -0.49 7.69
C 2.68 1.59 2.94
C -2.65 -4.75 -0.80
C -5.53 -1.55 0.05
H 2.85 5.34 2.68
H 2.12 -0.99 -0.44
H -1.15 3.31 -5.50
H -3.17 -4.24 -4.49
H -4.08 6.04 -1.19
C 6.87 -0.51 -6.03
C -0.71 1.97 -3.83
C 4.18 0.11 2.07
H -2.86 -3.33 -7.02
C 3.79 6.04 -0.39
H 5.09 4.67 -3.37
H -1.12 4.47 1.32
C 0.39 -4.44 -3.34
C 1.18 -4.64 0.69
C 1.11 -0.69 -0.19
C 6.91 -0.91 -1.20
H -5.95 -5.17 -1.13
H -2.49 -4.52 5.03
C -4.01 1.48 4.64
C -4.56 3.17 -4.82
H 4.01 0.54 -1.32
N 3.61 -0.51 3.14
C 2.81 5.57 0.44
H -0.06 -3.18 5.27
H -5.73 -0.02 -4.54
N 0.71 -5.66 -2.71
H 0.98 3.73 -3.55
C 2.07 -0.68 -4.74
C 2.54 2.92 -2.39
C 1.22 -1.98 -6.38
H 0.36 5.63 3.32
C -5.94 3.12 -4.71
H -1.75 -4.30 -0.43
H -0.33 1.10 -4.34
C 4.13 4.20 -3.22
H -0.66 1.63 -1.51
C -1.10 3.17 -4.43
C 3.36 5.59 1.76
C -0.23 2.91 5.09
N 1.24 -0.70 8.45
H 0.55 -2.58 -6.97
H 5.41 6.16 2.43
C -0.84 2.18 -2.42
C -2.01 4.50 0.70
C 2.89 4.57 -3.74
H 7.37 -1.18 -6.72
C 6.80 -0.75 -4.69
H -0.63 1.96 5.42
H 7.19 -1.55 -4.09
H -1.89 -0.35 7.62
H -4.50 0.23 2.48
C 0.23 4.80 4.00
H 1.69 5.39 5.33
N 4.53 2.30 5.27
H -3.54 -3.50 2.72
H 4.51 -3.48 5.66
N -4.73 -0.13 1.56
H 0.47 -7.68 -3.23
H -1.76 5.10 -3.42
H -6.71 3.40 -5.41
H -0.25 -0.77 5.58
N -8.04 0.27 0.13
C -4.87 -5.17 -1.19
C 0.32 -6.67 -3.59
N -2.53 -1.43 -6.07
N 3.31 -4.38 2.72
C -0.48 3.62 3.90
H -3.29 2.80 1.40
C -2.76 -5.80 -1.72
H -6.30 -0.64 5.25
H -5.90 -2.48 -0.35
H 2.16 -1.25 6.61
C 0.72 -5.87 1.09
C 8.16 1.92 1.04
H -8.51 0.73 -1.91
C 2.65 0.37 3.59
C -2.57 -3.40 3.17
H -4.01 3.52 -5.68
H -8.10 0.14 2.23
C -7.90 -0.79 -4.36
C -7.14 -2.77 -3.39
H 2.78 -4.81 1.98
N -3.99 2.71 -3.67
H 3.92 -2.20 -1.86
N 1.95 3.76 -3.29
H 2.04 -0.67 9.06
H -2.42 0.10 -4.60
C -0.18 -1.03 -0.62
H 0.14 -1.72 3.12
H -4.87 1.90 -1.87
H -4.19 -3.62 0.21
C -0.51 0.39 1.02
C -3.99 -4.38 -0.53
H 3.43 -6.81 -0.43
H 4.25 2.20 4.31
H 5.75 6.56 -0.21
C -6.49 -0.74 -4.28
C 6.87 3.38 -0.09
C -8.84 0.78 -0.88
N 0.99 4.71 5.09
H -6.16 1.95 5.12
H -0.22 -4.13 -5.46
N 6.20 0.38 -4.08
H -9.33 -2.24 -3.68
H 7.99 -0.94 -1.15
C 8.06 2.66 -0.14
C -0.68 -2.37 3.38
H 4.68 2.70 -1.74
H 1.08 -5.84 -1.79
C 1.25 -0.98 7.11
H -1.05 3.34 3.03
C -4.70 0.50 0.33
H 1.43 -7.75 0.87
H 6.42 -2.89 -1.91
C -3.17 3.67 0.77
N -1.27 3.45 -2.24
H -5.31 -2.07 2.22
N 4.92 6.31 0.29
C 4.42 -3.73 2.37
N -4.09 -6.06 -1.93
N -5.45 -0.11 5.09
N 1.63 -6.78 0.69
C -3.34 0.30 4.43
H 2.61 5.35 -4.44
H -4.48 -6.76 -2.54
C -9.87 0.90 1.10
H 6.34 4.07 -0.75
H -2.78 -1.99 -2.90
H -5.10 -2.19 -3.53
H -7.23 2.14 -3.20
C 4.29 -3.71 4.62
H 1.21 3.53 6.75
H 2.27 -0.23 -3.78
C 5.70 2.50 7.13
C -0.11 -6.17 -4.83
H 9.01 1.28 1.23
H 3.78 -1.44 3.49
H 0.10 -1.65 -4.52
C 2.90 -0.70 -5.82
H 5.94 0.49 -3.11
H -4.09 -1.77 4.83
H -7.09 -0.07 0.04
C 4.37 2.26 7.54
C 3.61 1.42 1.97
H 3.83 2.17 1.22
H -2.27 -0.49 -0.07
H 4.04 2.05 8.55
H 4.91 -0.35 1.43
C 4.81 -0.18 -1.27
C 0.04 -4.76 -4.63
C 6.18 0.63 -6.32
C -10.11 1.04 -0.29
C 1.00 -1.47 -5.09
C 5.91 1.26 -5.11
H 4.80 -3.63 1.37
C 2.22 -4.86 -0.20
C -5.03 2.31 -2.85
H 5.40 3.53 1.36
H 1.80 5.28 0.22
C -1.20 -0.39 0.10
H 5.97 1.15 -7.24
H -2.05 -6.46 -2.20
H -3.01 2.70 -3.42
H -4.47 1.55 0.37
C -4.10 4.27 -0.05
H 2.90 -1.84 -7.68
N 2.40 -1.49 -6.87
C -5.31 -1.39 1.39
C -3.01 -3.21 -4.77
H 1.93 2.20 -1.87
C -2.49 -0.96 -4.79
N 0.85 0.16 0.82
N 6.29 3.12 1.11
H -0.90 1.06 1.77
H -5.14 4.06 -0.25
H 6.62 1.70 2.62
H 2.11 2.50 3.13
C 0.02 -0.71 6.63
C -1.41 4.08 -3.40
H 2.06 0.17 4.47
C 2.63 -6.21 -0.01
H -5.24 -0.33 -1.74
H -0.50 -1.73 -1.38
C -8.27 -2.04 -3.74
H 6.49 0.99 -0.46
C 3.76 2.01 6.33
H 3.77 6.29 -1.44
H 3.88 -0.27 -5.96
H -10.50 1.21 1.93
C 5.77 2.60 5.72
C 4.69 6.05 1.64
H -0.18 -0.21 9.89
H 2.24 -4.63 4.61
N -3.59 5.39 -0.59
H -3.70 2.49 4.42
H -1.86 -2.02 1.73



A cluster of 16 separate species, C96H80F16 in total at a distorted geometry. Source: the OMol25 dataset; level of theory: wB97M-V/def2-TZVPD.

The LUMO energy is 0.5 eV. Its spin multiplicity is 1. The calculation puts the energy above the lowest of the compared OMol25 structures with the same formula, charge and spin at 62.3 kcal/mol. The calculation puts the gap between HOMO and LUMO at 9.3 eV. As for the total energy: -144324.393 eV.

Geometry (Å):
F 0.97 7.54 -1.76
H -3.01 -0.59 4.40
C -9.25 -1.40 -1.36
C 0.45 -2.67 -5.06
F 4.50 0.63 -5.01
C -6.96 -2.08 -1.03
F -2.76 -3.93 4.82
H 1.93 0.17 1.50
H -0.73 -1.30 4.75
F -8.74 5.06 3.83
H 4.24 -0.33 -2.55
C 0.12 -5.05 -6.36
C -6.41 -1.12 2.56
H -0.45 7.53 0.28
H -6.28 5.31 2.86
H 0.68 -5.96 -4.48
C -5.09 -0.17 4.37
C 0.45 -5.03 -4.98
F 10.49 2.49 -4.46
H 2.26 4.41 -4.80
C 2.91 5.13 -0.74
C 9.28 3.15 -4.30
C -4.04 -1.52 2.74
C -0.33 9.65 0.86
H 0.96 3.22 5.30
C 2.03 -1.07 6.72
H -1.37 0.84 1.64
C -0.05 -5.87 3.33
C -3.50 -3.32 -1.08
C -0.29 1.51 -4.54
C -3.95 -0.73 3.88
F 1.93 -5.03 -0.74
H 4.92 -2.69 0.42
H 1.94 9.87 -2.26
C 0.97 1.80 -0.59
C 6.76 3.09 -4.03
H 2.37 -0.78 7.70
C 1.19 -1.80 4.17
H -7.29 -1.45 2.02
H -2.36 -3.47 0.68
H 5.78 4.96 -4.15
C 7.96 5.11 -4.48
H -0.20 -3.93 -8.17
C 0.18 1.82 0.55
C 4.20 -3.41 -4.04
H -6.21 -2.76 -0.66
H -5.05 3.31 1.85
H 3.60 1.92 1.62
C 2.95 4.90 0.58
C 4.28 -1.03 -3.37
C 1.23 -7.36 -0.82
H -8.64 -3.38 -0.54
C 8.03 2.44 -4.06
H -2.87 3.72 3.30
C 0.39 -6.58 4.43
C -0.67 -0.32 0.00
C 5.62 -0.71 0.84
H -1.30 -1.12 0.36
H 6.17 4.57 -1.53
C 1.05 0.66 -1.41
H -1.36 -4.40 2.57
H 3.26 -8.16 2.33
H -6.19 1.30 1.29
H 0.22 -1.20 -1.87
C -0.41 -6.60 5.60
C -6.34 -0.34 3.70
H -3.96 2.63 5.17
C -2.88 2.73 5.20
F 0.83 -2.10 2.92
H 0.14 -5.99 -6.90
H -1.05 9.51 1.65
C -0.78 2.40 6.25
H 0.13 11.68 1.23
C -2.64 -4.00 -0.22
H 4.39 -1.34 -6.74
F -5.19 -0.46 -1.36
H -0.03 -0.64 7.11
H 9.99 5.26 -4.59
H 6.66 -0.94 0.63
H -0.20 2.06 7.10
H 2.09 5.14 1.18
C -0.11 3.09 5.27
C 0.25 10.88 0.51
H 1.56 0.74 -2.36
H 1.56 11.95 -0.63
C -7.48 0.20 -1.62
C 1.14 10.96 -0.49
F 0.40 -1.52 -4.35
H 0.48 -5.75 2.39
H 4.15 -4.46 -3.80
C 3.33 -1.40 1.16
C -8.85 3.03 2.72
C -0.69 0.82 0.80
C 2.51 -1.96 4.56
C 0.60 -3.85 -4.31
C 0.30 -1.35 5.07
H 0.62 -7.13 -1.68
C 9.23 4.51 -4.42
H -7.21 1.20 -1.92
C 0.16 -0.40 -1.14
C -8.36 -2.43 -0.97
H 1.35 -7.06 4.33
C -3.55 -5.33 -2.45
C 0.02 -3.86 -7.12
H 3.98 -1.61 6.07
C -5.24 -1.75 2.13
C -1.45 -5.65 5.76
H -3.08 -1.86 2.37
C 0.66 -0.99 6.36
H 5.90 2.48 -3.84
C 4.17 4.50 1.17
C -2.13 -5.24 -0.56
C -2.26 3.44 4.14
H 3.35 -5.92 1.48
C 4.27 -2.43 -3.05
F 6.23 1.52 1.24
H -3.89 -2.36 -0.77
C -6.75 2.13 1.71
F -5.09 0.41 5.61
C -0.55 2.70 -3.93
H 0.75 -3.99 -3.25
C 0.74 8.63 -1.04
H -1.03 0.72 -4.49
F -0.30 4.43 3.22
F 1.65 2.86 -0.95
H -4.53 -3.54 -2.96
C 2.06 -6.34 -0.25
H 0.98 0.32 -5.79
H -8.59 1.19 1.62
H 1.65 -9.84 1.44
C 5.28 0.58 1.24
C 1.85 -8.88 0.98
C 2.81 -6.63 0.87
C 1.12 -8.64 -0.20
F -1.73 2.89 -3.30
C -6.79 4.38 2.65
H -0.08 -1.68 -6.86
C 4.26 -0.63 -4.71
C -0.07 8.51 0.07
C -1.84 -4.91 4.70
C -6.51 -0.80 -1.34
H 4.34 -2.78 -2.03
C 2.93 -1.61 5.79
H -9.61 0.60 -1.90
F 4.22 4.22 2.48
H 3.21 -2.39 3.86
C 1.85 2.32 -5.31
H 8.00 1.37 -3.96
C -8.13 2.10 1.98
C 2.72 -7.93 1.42
C 5.25 4.63 -0.97
C -1.14 -5.00 3.44
H -3.98 -5.94 -3.23
H 3.80 5.07 -2.57
F -1.15 -5.80 0.19
C 3.92 0.90 1.50
C 4.63 -1.71 0.76
H -2.26 -6.87 -1.92
C 2.97 -0.12 1.48
C 1.57 3.58 -4.72
C -8.11 4.20 3.06
H -10.30 -1.62 -1.32
C 6.74 4.47 -4.28
C -3.94 -4.02 -2.20
H -1.98 -5.61 6.70
C -6.11 3.30 2.07
H 2.74 2.40 -5.92
H 1.94 5.40 -1.13
H -7.14 0.25 4.11
C 4.03 4.97 -1.51
H 0.14 2.67 1.21
H 4.29 -3.80 -6.16
H 0.15 4.70 -3.58
C 0.38 3.75 -4.02
H 6.28 4.06 0.79
C 1.31 9.88 -1.38
C 0.88 1.26 -5.28
H 2.58 -2.18 1.19
C -8.82 -0.10 -1.64
C -2.62 -5.88 -1.68
C -2.15 2.31 6.32
H -0.09 -7.17 6.46
C -0.88 3.65 4.24
C 5.31 4.36 0.42
H -2.58 1.91 7.23
H 7.95 6.18 -4.51
C 4.35 -1.64 -5.70
H -9.89 2.92 2.99
H 0.47 -9.43 -0.55
C 0.09 -2.66 -6.44
C 4.34 -3.02 -5.42
H -5.35 -2.48 1.34



Question: Among the records above, which one has the lowest LUMO energy?
Answer: C96H120N24